{"formula": "CH3NO2S", "method": "wB97M-V/def2-TZVPD", "smiles": "O=[N+]([O-])CS", "orbital_gap_ev": 9.94, "total_energy_ev": -17502.463, "lumo_energy_ha": 0.00002, "total_charge": 0, "relative_energy_kcal_mol": 69.3, "homo_ev": -9.9, "elements": ["O", "N", "O", "C", "S", "H", "H", "H"], "coordinates": [[-1.8738, 0.8249, 0.3392], [-2.2760, -0.2790, -0.0503], [-3.2576, -0.5578, -0.6720], [-1.4348, -1.4215, 0.3600], [0.3055, -0.8775, -0.0053], [-1.6601, -1.4131, 1.4250], [-1.6239, -2.3888, -0.1263], [0.6575, -2.0993, -0.7056]], "forces_ev_per_a": [[-1.124, -1.234, -0.708], [1.019, 0.574, 0.252], [-1.039, 0.663, -0.505], [1.660, 0.299, 0.356], [-0.014, -2.428, -0.745], [0.482, -0.556, 0.140], [-0.458, 0.799, 0.107], [-0.526, 1.883, 1.103]], "mulliken_charge": [-0.515, 0.846, -0.524, -0.425, -0.169, 0.264, 0.373, 0.151]}